1.
77
Properties=species:S:1:pos:R:3:lowdin_charge:R:1 method="wB97M-V/def2-TZVPD" e_lumo_ev=-6.9 energy_ha=-2732.5097 homo_energy_ha=-0.50607 gap_ev=6.832 e_above_lowest_kcal_mol=0.0 total_charge=+2
C -3.5315 -5.5231 -2.8670 -0.043
C -2.9554 -4.1833 -2.5577 -0.704
H -4.1647 -5.4511 -3.7590 0.109
H -4.1110 -5.8887 -2.0061 0.105
H -2.7043 -6.2255 -3.0469 0.106
O -3.0959 -3.1259 -3.1326 0.027
Cl -1.9176 -4.2867 -1.0280 0.557
Bi -0.6497 -1.4800 -0.4261 1.230
P -3.2615 -1.0762 0.5184 0.646
C -4.1130 0.4921 0.1521 -0.245
C -4.4413 -2.3337 -0.0365 -0.281
H -5.4291 -2.0983 0.3824 0.071
H -4.2347 -0.9169 2.7145 0.066
H -4.1305 -3.3274 0.3222 0.029
H -3.1286 -2.3180 2.5831 0.061
H -4.4996 0.4824 -0.8855 0.057
H -4.5180 -2.3390 -1.1357 0.039
C -3.2700 -1.2589 2.3291 -0.237
H -4.9639 0.5888 0.8535 0.070
H -2.4681 -0.6613 2.7867 0.033
H -3.4303 1.3535 0.2877 0.038
P 1.2068 -2.1641 -2.3617 0.643
C 1.7726 -0.9885 -3.6441 -0.243
C 2.7698 -2.7970 -1.6737 -0.245
H 0.2751 -4.3780 -2.7340 0.014
H 1.5449 -3.9545 -3.9268 0.068
H -0.1032 -3.2669 -4.0834 0.052
C 0.6701 -3.5802 -3.3745 -0.272
H 2.5647 -3.6455 -1.0119 0.059
H 3.4097 -3.1320 -2.4908 0.063
H 2.5773 -1.4638 -4.2281 0.068
H 2.1495 -0.0590 -3.1900 0.030
H 3.2913 -2.0257 -1.0981 0.036
H 0.9371 -0.7478 -4.3184 0.056
C -1.9549 -0.6691 -2.3619 -0.138
O -2.5583 0.0989 -2.9723 0.159
C 2.6260 -0.5908 1.8758 -0.091
C 2.0121 0.7366 2.3476 -0.599
C 1.0618 0.4557 3.5191 -0.082
C 3.1253 1.6906 2.8128 -0.064
P 1.0143 1.4934 0.9542 0.902
N 0.1757 0.3259 0.2389 -0.506
C -0.1350 2.8034 1.6227 -0.602
C 0.5788 3.7603 2.6034 -0.061
C -0.7141 3.6117 0.4508 -0.082
C -1.3109 2.1325 2.3310 -0.101
C 2.1170 2.2770 -0.3176 -0.610
C 1.3250 2.4740 -1.6185 -0.091
C 2.7087 3.6149 0.1637 -0.063
C 3.2773 1.3194 -0.6152 -0.088
H 2.9937 -1.1289 2.7592 0.100
H 3.4701 -0.4484 1.1938 0.064
H 1.8788 -1.2176 1.3729 0.033
H 1.6114 -0.1348 4.2623 0.101
H 0.7375 1.3743 4.0183 0.068
H 0.1881 -0.1343 3.2133 0.073
H 3.8950 1.8707 2.0512 0.070
H 2.7374 2.6613 3.1415 0.068
H 3.6032 1.2046 3.6761 0.108
H 1.4445 4.2589 2.1555 0.066
H -0.1524 4.5371 2.8721 0.107
H 0.9019 3.2675 3.5260 0.068
H 0.0290 4.2653 -0.0232 0.068
H -1.1754 2.9491 -0.2888 0.078
H -1.5061 4.2618 0.8519 0.101
H -1.7282 1.3259 1.7154 0.026
H -1.0517 1.7302 3.3129 0.066
H -2.0909 2.8915 2.4931 0.103
H 0.6637 3.3463 -1.5882 0.066
H 2.0474 2.6325 -2.4386 0.099
H 0.7239 1.5815 -1.8483 0.049
H 3.2466 3.5107 1.1116 0.067
H 3.4413 3.9179 -0.5993 0.107
H 1.9687 4.4176 0.2595 0.072
H 3.9776 1.2399 0.2244 0.069
H 2.9152 0.3221 -0.9075 0.053
H 3.8335 1.7427 -1.4649 0.101

2.
82
Properties=species:S:1:pos:R:3:lowdin_charge:R:1 method="wB97M-V/def2-TZVPD" e_lumo_ev=0.6 energy_ha=-2133.8657 homo_energy_ha=-0.32623 gap_ev=9.476 total_charge=0
C 1.2696 1.8438 -0.1674 -0.075
C 1.9186 0.3985 0.1997 -0.213
N 2.3822 -0.3537 -1.0078 -0.121
C 3.8920 -0.4161 -1.0743 -0.145
C 4.3302 0.9972 -1.7492 -0.225
O 3.6104 1.0841 -3.0038 -0.355
S 3.9007 2.5785 -3.7823 1.033
O 4.1081 3.6526 -2.7224 -0.436
O 5.3022 2.3185 -4.6727 -0.350
C 6.2527 3.4015 -4.5995 -0.211
C 5.9211 4.6761 -5.5078 -0.307
C 6.2296 6.0894 -4.8014 -0.058
F 4.5820 4.7367 -6.0170 -0.067
C 1.7878 -1.7021 -0.9642 -0.384
C 2.2691 -2.7616 0.1337 -0.009
O 0.8664 -1.9868 -1.7786 0.049
H 1.7744 2.7073 0.3793 0.073
H 1.3520 2.0479 -1.2910 0.077
H 0.1593 1.8484 0.1041 0.073
H 2.7574 0.5877 0.9516 0.114
H 1.1468 -0.2705 0.7312 0.117
H 4.1655 -1.3153 -1.7151 0.133
H 4.3439 -0.5276 -0.0159 0.127
H 5.4696 1.0436 -1.9230 0.136
H 4.0033 1.7867 -0.9731 0.119
H 6.5220 3.7244 -3.5246 0.128
H 7.2432 2.9731 -5.0127 0.142
H 6.6130 4.6459 -6.4313 0.145
H 6.2755 6.8746 -5.6458 0.089
H 5.3871 6.4350 -4.1117 0.091
H 7.2297 6.0523 -4.2573 0.085
H 3.4149 -2.8737 0.1216 0.085
H 1.8041 -3.7918 -0.0605 0.095
H 1.9174 -2.3810 1.1577 0.077
C 1.3320 -0.5748 4.1183 -0.115
O 0.3858 0.3915 3.6823 -0.203
C -0.8416 0.3141 4.4068 -0.193
C -0.9139 1.3796 5.4958 -0.191
O 0.0670 1.1588 6.5078 -0.194
C 1.2080 1.9897 6.3474 -0.113
H 2.3138 -0.2874 3.7358 0.084
H 1.3892 -0.6331 5.2077 0.085
H 1.0696 -1.5566 3.7109 0.082
H -0.9828 -0.6877 4.8266 0.125
H -1.6475 0.4919 3.6889 0.117
H -1.8930 1.3184 5.9808 0.122
H -0.8137 2.3841 5.0700 0.126
H 0.9781 3.0025 6.6943 0.088
H 1.5476 2.0270 5.3096 0.082
H 2.0138 1.5839 6.9616 0.089
C -1.9925 -4.7921 -5.1497 -0.112
O -2.9470 -3.8296 -5.5762 -0.194
C -4.1666 -3.9107 -4.8427 -0.202
C -4.2337 -2.8459 -3.7521 -0.204
O -3.2450 -3.0646 -2.7494 -0.198
C -2.1048 -2.2291 -2.9178 -0.109
H -1.0166 -4.4989 -5.5409 0.090
H -1.9254 -4.8503 -4.0609 0.084
H -2.2529 -5.7750 -5.5551 0.085
H -4.3013 -4.9129 -4.4216 0.124
H -4.9792 -3.7348 -5.5548 0.122
H -5.2090 -2.9104 -3.2592 0.120
H -4.1399 -1.8408 -4.1779 0.125
H -2.3355 -1.2174 -2.5677 0.090
H -1.7733 -2.1894 -3.9579 0.088
H -1.2940 -2.6323 -2.3114 0.062
C -6.8650 0.3708 4.4457 -0.112
O -6.9287 -0.6011 3.4109 -0.194
C -6.0308 -0.3161 2.3404 -0.197
C -4.7582 -1.1510 2.4426 -0.190
O -3.9970 -0.8019 3.5976 -0.214
C -4.1888 -1.7153 4.6690 -0.109
H -7.3496 -0.0440 5.3315 0.090
H -5.8355 0.6299 4.7039 0.081
H -7.4049 1.2721 4.1395 0.088
H -5.7971 0.7534 2.3033 0.125
H -6.5478 -0.5781 1.4121 0.124
H -4.1309 -0.9413 1.5708 0.125
H -4.9890 -2.2218 2.4385 0.127
H -3.6150 -2.6289 4.4815 0.089
H -5.2421 -1.9679 4.8110 0.085
H -3.8173 -1.2501 5.5841 0.086

3.
75
Properties=species:S:1:pos:R:3:mulliken_spin:R:1 method="wB97M-V/def2-TZVPD" e_lumo_ev="-6.5 / -7.0" energy_ha=-2481.9448 homo_energy_ha="-0.52036 / -0.50785" multiplicity=8 gap_ev="7.638 / 6.861" e_above_lowest_kcal_mol=0.0 total_charge=+2
Gd -0.0308 -0.0004 -0.0382 6.556
P -2.3734 1.2625 0.1814 0.089
P 2.3143 0.0976 -1.3347 0.065
N -0.7001 -0.0181 -2.1267 0.165
C -3.0014 0.7686 -1.4945 0.005
H -4.0490 0.4201 -1.4371 0.001
H -3.0133 1.6930 -2.0996 0.001
C -2.1411 -0.2923 -2.2399 -0.008
H -2.3002 -1.2852 -1.7644 0.005
H -2.5704 -0.4280 -3.2683 0.003
C 0.1538 -0.8851 -2.9599 -0.003
H -0.1704 -1.0663 -4.0190 0.002
H 0.1206 -1.8946 -2.4935 0.008
C 1.6294 -0.3914 -2.9896 0.006
H 1.6812 0.5131 -3.6225 0.001
H 2.2663 -1.1510 -3.4796 0.002
C 3.0490 -1.4424 -0.5595 0.011
C 3.2868 -1.3111 0.9509 0.007
H 3.5521 -2.2931 1.3657 0.000
H 2.4022 -0.9751 1.5088 0.002
H 4.1014 -0.6172 1.1891 0.000
C 3.4327 1.5377 -1.4356 -0.007
C 4.0511 1.9108 -0.0832 0.000
H 4.5556 2.8816 -0.1672 0.000
H 4.8028 1.1880 0.2519 0.000
H 3.2885 2.0184 0.6992 -0.001
C -2.5931 3.0414 0.5276 -0.004
C -2.1185 3.4448 1.9296 0.001
H -2.1118 4.5390 2.0125 0.000
H -1.0925 3.1073 2.1265 -0.001
H -2.7734 3.0653 2.7215 0.000
C -3.1088 0.0764 1.4364 0.009
C -2.3430 0.0356 2.7668 0.009
H -2.7277 -0.7876 3.3857 0.000
H -2.4375 0.9628 3.3436 0.001
H -1.2701 -0.1650 2.6441 0.001
C 0.9597 1.4426 1.8502 0.012
C 4.4267 1.3649 -2.5771 0.001
H 5.1814 0.6019 -2.3569 0.000
H 3.9237 1.1033 -3.5172 0.000
H 4.9638 2.3058 -2.7587 0.001
C -4.0129 3.4663 0.1741 0.001
H -4.0991 4.5612 0.1941 0.001
H -4.2906 3.1463 -0.8390 0.000
H -4.7491 3.0707 0.8828 0.000
C -4.5923 0.3527 1.6153 0.003
H -5.0630 -0.4724 2.1705 0.000
H -4.7679 1.2667 2.1960 0.000
H -5.1182 0.4278 0.6545 0.000
C 4.3103 -1.8644 -1.2977 0.003
H 5.1527 -1.2066 -1.0512 0.000
H 4.6035 -2.8793 -0.9915 0.000
H 4.1783 -1.8873 -2.3867 0.000
H 2.2881 -2.2326 -0.7115 -0.003
H -3.0154 -0.9285 0.9846 -0.002
H 2.7409 2.3584 -1.7052 0.001
H -1.9008 3.5185 -0.1912 0.001
O 1.3958 1.8518 2.8436 0.002
H -0.1499 3.0214 -1.9468 0.001
H 0.2857 3.2411 -1.3499 0.000
C -0.7484 -3.9728 -0.4939 0.001
C -1.3969 -2.8830 0.3269 0.002
O -0.4205 -1.9992 0.9221 0.051
C 0.4238 -2.6715 1.9117 -0.004
C 0.5505 -1.8566 3.1794 0.000
H -0.3769 -3.5584 -1.4455 0.000
H -1.5134 -4.7230 -0.7208 0.000
H 0.0565 -4.4499 0.0608 0.000
H -2.1036 -2.2473 -0.2714 0.003
H -1.9995 -3.2884 1.1583 -0.001
H -0.0514 -3.6419 2.1012 -0.002
H 1.4039 -2.8742 1.4160 0.001
H -0.4212 -1.8213 3.7035 0.000
H 1.2665 -2.3790 3.8204 0.000
H 0.9184 -0.8236 3.0181 -0.002